Record 1
The following is a DFT calculation (ωB97M-V with the def2-TZVPD basis set) of C10H8N4 in the gas phase in a non-equilibrium geometry.

Structure (XYZ):
```
22
Properties=species:S:1:pos:R:3
H 2.95 -2.02 -1.97
N 2.24 -2.13 -1.27
C 1.43 -1.15 -1.00
N 0.49 -1.49 -0.07
C -0.38 -0.63 0.60
C -0.73 -0.95 1.92
C -1.61 -0.20 2.66
C -2.26 0.92 2.10
C -1.91 1.30 0.79
C -0.99 0.54 0.04
N -0.72 0.99 -1.26
C 0.59 1.09 -1.67
C 1.61 0.16 -1.54
C 2.88 0.42 -2.12
N 3.91 0.54 -2.65
H 0.47 -2.46 0.17
H -0.32 -1.86 2.34
H -1.79 -0.47 3.69
H -2.90 1.57 2.69
H -2.33 2.22 0.40
H -1.45 1.57 -1.69
H 0.84 2.03 -2.17
```

Frontier orbital gap = 0.3080 Eh
Net charge = 0
Highest occupied orbital energy = -8.4 eV
Relative energy (zero: lowest compared OMol25 entry of this formula, charge and spin) = 0.041 eV
Structure (SMILES) = [H]/N=C1/Nc2ccccc2NC=C1C#N
Total energy = -16459.192 eV



Record 2
The following is a DFT calculation (ωB97M-V with the def2-TZVPD basis set) of a 2-piece molecular cluster, C3H2O2S overall in a non-equilibrium geometry.

Structure (XYZ):
```
8
Properties=species:S:1:pos:R:3
C -0.34 0.40 0.85
C -1.12 -0.60 0.99
O -1.82 -1.53 1.10
H -0.68 1.27 0.34
H 0.62 0.45 1.13
O 0.48 1.08 -1.82
C 1.04 0.12 -1.48
S 1.83 -1.17 -1.11
```

Frontier orbital gap = 0.3701 Eh
Net charge = 0
Highest occupied orbital energy = -9.5 eV
Relative energy (zero: lowest compared OMol25 entry of this formula, charge and spin) = 0.350 eV
Structure (SMILES) = C=C=O.O=C=S
Total energy = -18072.527 eV



Record 3
The following is a DFT calculation (ωB97M-V with the def2-TZVPD basis set) of C15H66BNO29 as an isolated structure in a non-equilibrium geometry.

Structure (XYZ):
```
112
Properties=species:S:1:pos:R:3
C 43.77 23.38 25.51
C 42.78 22.69 24.74
C 42.36 21.22 25.34
C 40.80 20.82 24.86
N 40.38 19.41 25.11
C 40.89 18.55 23.97
C 39.80 18.74 22.84
C 38.53 18.85 23.66
C 38.95 19.31 25.05
C 41.02 18.77 26.40
C 40.41 19.32 27.65
C 41.07 18.53 28.83
H 44.71 22.77 25.46
H 43.52 23.39 26.49
H 43.70 24.57 25.25
H 43.05 22.63 23.69
H 41.96 23.22 24.38
H 42.55 21.29 26.49
H 42.94 20.42 25.06
H 40.51 20.95 23.88
H 40.21 21.48 25.38
H 40.65 17.58 24.18
H 41.92 18.92 23.74
H 39.83 17.96 22.26
H 39.74 19.47 22.34
H 37.85 18.01 23.57
H 37.98 19.57 23.21
H 38.54 18.61 25.77
H 38.54 20.31 25.30
H 42.09 18.80 26.24
H 40.71 17.76 26.56
H 39.44 19.11 27.73
H 40.66 20.41 27.59
H 41.74 17.62 28.64
H 40.35 18.29 29.46
H 41.78 19.14 29.41
O 43.75 11.19 26.20
C 43.32 12.12 25.62
O 42.17 12.23 25.18
B 42.06 13.40 24.32
O 43.46 13.76 24.20
C 44.09 13.03 24.89
O 45.33 13.24 25.13
O 41.28 14.37 24.95
C 40.30 14.60 24.14
O 39.42 15.40 24.46
C 40.33 13.75 23.03
O 41.38 13.07 23.05
O 39.40 13.61 22.25
O 39.48 17.20 19.38
H 38.78 16.84 19.83
H 40.30 17.08 19.81
O 38.32 23.04 26.78
H 37.39 23.14 26.49
H 38.69 23.87 26.71
O 39.64 15.94 27.30
H 39.61 15.72 26.45
H 40.16 15.22 27.84
O 36.69 17.30 20.96
H 36.66 16.88 21.97
H 36.46 16.45 20.35
O 35.41 20.82 25.02
H 35.59 19.97 25.56
H 34.86 21.39 25.37
O 44.27 17.88 29.88
H 45.16 17.78 29.92
H 44.27 18.64 29.25
O 41.88 21.25 31.82
H 41.18 20.84 32.22
H 42.69 20.83 31.61
O 43.91 23.38 29.61
H 43.90 23.65 30.54
H 43.30 23.85 29.13
O 43.36 16.49 25.55
H 43.86 17.18 25.84
H 43.36 15.86 26.20
O 43.74 25.42 22.26
H 43.42 26.20 21.87
H 43.28 25.16 23.00
O 41.09 25.81 23.48
H 41.12 26.74 23.08
H 40.71 25.15 22.88
O 43.07 15.44 30.06
H 43.73 15.26 30.73
H 43.35 16.35 29.91
O 36.07 16.30 25.69
H 35.15 16.25 25.61
H 36.02 17.25 25.85
O 36.76 15.58 22.96
H 36.33 15.81 23.90
H 37.73 15.57 23.24
O 41.08 17.33 32.34
H 41.83 17.44 31.70
H 41.19 16.74 33.10
O 46.50 23.56 23.63
H 47.20 23.85 22.93
H 45.91 24.34 23.68
O 44.76 18.60 27.17
H 45.39 18.22 27.52
H 45.08 19.35 26.59
O 42.85 18.01 21.67
H 43.24 18.86 21.28
H 42.48 17.55 20.88
O 44.61 26.58 27.67
H 44.78 25.92 28.39
H 43.77 26.47 27.36
O 47.80 23.58 26.08
H 47.89 24.47 26.59
H 47.44 23.62 25.29
O 37.40 17.39 28.67
H 37.59 17.18 29.59
H 38.08 16.81 28.29
```

Frontier orbital gap = 0.2946 Eh
Net charge = 0
Highest occupied orbital energy = -8.8 eV
Relative energy (zero: lowest compared OMol25 entry of this formula, charge and spin) = 1.986 eV
Total energy = -78163.443 eV



Record 4
The following is a DFT calculation (ωB97M-V with the def2-TZVPD basis set) of a 2-piece molecular cluster, C3H5NOS overall in a non-equilibrium geometry.

Structure (XYZ):
```
11
Properties=species:S:1:pos:R:3
C -1.08 -0.48 -0.41
C -1.09 1.02 -0.31
C 1.08 -0.23 0.26
N 0.01 -1.04 -0.06
O 2.32 -0.52 -0.17
S 0.64 1.55 0.00
H -2.06 -1.03 -0.53
H -1.64 1.59 -1.10
H -1.64 1.11 0.75
H 1.23 -0.59 2.05
H 2.24 -1.38 -0.47
```

Frontier orbital gap (spin up / spin down) = 0.3078 / 0.3078 Eh
Net charge = 0
Highest occupied orbital energy (spin up / spin down) = -8.3 / -8.3 eV
Relative energy (zero: lowest compared OMol25 entry of this formula, charge and spin) = 4.177 eV
Total energy = -17561.091 eV



Record 5
The following is a DFT calculation (ωB97M-V with the def2-TZVPD basis set) of a 2-piece molecular cluster, C4H11N3O overall in a non-equilibrium geometry.

Structure (XYZ):
```
19
Properties=species:S:1:pos:R:3
N 0.70 3.09 0.00
C -0.03 2.21 0.76
N 0.71 1.66 1.80
O -1.19 1.94 0.53
H 0.16 3.67 -0.63
H 1.48 3.56 0.43
H 0.37 0.79 2.18
H 1.69 1.58 1.54
C 0.52 -2.36 0.86
C -0.43 -1.67 0.24
C -0.30 -1.20 -1.17
N -1.27 -1.84 -2.05
H 0.41 -2.71 1.88
H 1.46 -2.58 0.36
H -1.33 -1.48 0.83
H -0.43 -0.11 -1.15
H 0.72 -1.39 -1.51
H -1.04 -1.68 -3.02
H -2.20 -1.47 -1.89
```

Frontier orbital gap = 0.3643 Eh
Net charge = 0
Highest occupied orbital energy = -9.1 eV
Relative energy (zero: lowest compared OMol25 entry of this formula, charge and spin) = 0.902 eV
Structure (SMILES) = NC(N)=O.C=CCN
Total energy = -10844.310 eV



Record 6
The following is a DFT calculation (ωB97M-V with the def2-TZVPD basis set) of a 6-piece molecular cluster, C36H33NO13 overall in a non-equilibrium geometry.

Structure (XYZ):
```
83
Properties=species:S:1:pos:R:3
C -3.89 2.67 -3.06
O -2.76 3.21 -2.40
C -1.76 3.77 -3.24
C -1.67 5.28 -2.95
N -1.02 6.06 -4.00
C -0.45 3.06 -2.91
C -0.18 1.91 -3.85
O 0.83 0.98 -3.39
C 1.83 1.51 -2.66
O 2.21 1.02 -1.62
H -4.70 2.66 -2.33
H -3.70 1.62 -3.32
H -4.19 3.23 -3.94
H -2.01 3.65 -4.30
H -1.11 5.42 -2.03
H -2.68 5.65 -2.83
H -0.05 5.80 -4.11
H -1.50 5.94 -4.87
H 0.36 3.79 -2.90
H -0.55 2.69 -1.90
H 0.09 2.25 -4.85
H -1.08 1.32 -3.95
H 2.32 2.39 -3.10
O 0.15 -3.82 0.88
C -0.02 -2.66 1.16
C -1.12 -2.25 2.07
C -1.31 -0.97 2.40
C -0.42 0.10 1.86
O -0.60 1.26 2.15
C 0.68 -0.32 0.95
C 0.86 -1.59 0.63
H -1.75 -3.04 2.46
H -2.09 -0.65 3.07
H 1.31 0.47 0.56
H 1.65 -1.91 -0.04
O 1.05 -0.75 4.48
C 2.21 -1.09 4.40
C 2.58 -2.52 4.26
C 3.85 -2.89 4.17
C 4.95 -1.90 4.22
O 6.11 -2.24 4.16
C 4.58 -0.47 4.36
C 3.31 -0.09 4.45
H 1.76 -3.23 4.23
H 4.15 -3.93 4.07
H 5.40 0.24 4.40
H 3.01 0.94 4.55
O 3.74 -4.31 6.88
C 4.13 -3.66 7.83
C 5.56 -3.34 7.99
C 5.99 -2.63 9.03
C 5.05 -2.12 10.06
O 5.44 -1.47 11.00
C 3.61 -2.44 9.89
C 3.18 -3.16 8.85
H 6.23 -3.72 7.23
H 7.04 -2.38 9.17
H 2.94 -2.06 10.65
H 2.14 -3.40 8.70
O -0.47 1.92 -7.03
C -0.19 0.97 -7.73
C 1.22 0.52 -7.89
C 1.53 -0.52 -8.66
C 0.48 -1.26 -9.40
O 0.76 -2.20 -10.11
C -0.93 -0.81 -9.25
C -1.23 0.23 -8.47
H 1.97 1.08 -7.33
H 2.54 -0.87 -8.79
H -1.68 -1.36 -9.80
H -2.25 0.58 -8.34
O -6.98 0.03 2.39
C -6.51 -0.22 1.30
C -5.12 0.17 0.96
C -4.60 -0.11 -0.24
C -5.39 -0.81 -1.28
O -4.92 -1.06 -2.37
C -6.79 -1.19 -0.94
C -7.30 -0.92 0.26
H -4.56 0.68 1.73
H -3.59 0.16 -0.51
H -7.35 -1.70 -1.71
H -8.32 -1.19 0.53
```

Frontier orbital gap = 0.2744 Eh
Net charge = 0
Highest occupied orbital energy = -9.3 eV
Structure (SMILES) = CO[C@@H](CN)CCOC=O.O=C1C=CC(=O)C=C1.O=C1C=CC(=O)C=C1.O=C1C=CC(=O)C=C1.O=C1C=CC(=O)C=C1.O=C1C=CC(=O)C=C1
Total energy = -65967.934 eV



Record 7
The following is a DFT calculation (ωB97M-V with the def2-TZVPD basis set) of a 2-piece molecular cluster, C3F4O2 overall in a non-equilibrium geometry.

Structure (XYZ):
```
9
Properties=species:S:1:pos:R:3
O 0.84 1.27 -0.88
C 1.13 0.45 -0.16
C 1.87 -0.53 0.23
F 1.48 -1.28 1.33
F 3.19 -0.55 -0.11
O -1.05 -0.29 0.32
C -2.04 0.10 -0.10
F -3.04 0.53 0.70
F -2.39 0.30 -1.32
```

Frontier orbital gap = 0.3280 Eh
Net charge = 0
Highest occupied orbital energy = -9.1 eV
Relative energy (zero: lowest compared OMol25 entry of this formula, charge and spin) = 2.194 eV
Structure (SMILES) = O=C=C(F)F.O=C(F)F
Total energy = -18072.892 eV



Record 8
The following is a DFT calculation (ωB97M-V with the def2-TZVPD basis set) of C21H31N3O4 in the gas phase.

Structure (XYZ):
```
59
Properties=species:S:1:pos:R:3
C -6.20 -3.59 0.06
C -5.23 -2.58 -0.52
O -5.31 -1.41 0.26
C -4.46 -0.38 -0.02
C -4.54 0.72 0.83
C -3.71 1.81 0.65
C -2.78 1.84 -0.39
C -1.85 3.01 -0.55
N -0.43 2.76 -0.40
C 0.27 2.08 -1.47
C 1.68 2.66 -1.50
N 2.26 2.53 -0.19
C 1.59 2.45 0.97
O 2.18 2.32 2.03
C 0.07 2.46 0.91
C -0.42 1.14 1.59
C 0.24 -0.13 1.08
O -0.21 -0.80 0.17
N 1.36 -0.47 1.75
C 2.14 -1.64 1.45
C 3.46 -1.30 0.73
C 4.39 -2.51 0.67
C 5.66 -2.13 -0.10
O 5.37 -1.68 -1.41
C 4.54 -0.54 -1.39
C 3.20 -0.82 -0.70
C -2.74 0.76 -1.26
C -3.56 -0.34 -1.08
H -7.21 -3.19 0.04
H -5.94 -3.80 1.10
H -6.17 -4.51 -0.51
H -5.49 -2.37 -1.57
H -4.20 -2.98 -0.49
H -5.25 0.70 1.64
H -3.77 2.64 1.33
H -2.11 3.78 0.19
H -1.98 3.45 -1.54
H 0.31 0.99 -1.33
H -0.23 2.30 -2.41
H 1.63 3.72 -1.79
H 2.31 2.13 -2.22
H 3.27 2.57 -0.11
H -0.26 3.27 1.58
H -0.21 1.23 2.66
H -1.49 1.04 1.44
H 1.77 0.21 2.39
H 2.36 -2.17 2.38
H 1.52 -2.28 0.81
H 3.95 -0.50 1.29
H 4.67 -2.84 1.67
H 3.89 -3.33 0.16
H 6.31 -3.00 -0.23
H 6.21 -1.36 0.45
H 4.39 -0.27 -2.44
H 5.05 0.29 -0.88
H 2.59 0.07 -0.70
H 2.67 -1.60 -1.25
H -2.05 0.75 -2.09
H -3.48 -1.17 -1.77
```

Frontier orbital gap = 0.3266 Eh
Net charge = 0
Highest occupied orbital energy = -8.2 eV
Relative energy (zero: lowest compared OMol25 entry of this formula, charge and spin) = 1.490 eV
Structure (SMILES) = CCOc1ccc(CN2CCNC(=O)[C@@H]2CC(=O)NCC2CCOCC2)cc1
Total energy = -34941.282 eV



Record 9
The following is a DFT calculation (ωB97M-V with the def2-TZVPD basis set) of a 2-piece molecular cluster, C5H14 overall in a non-equilibrium geometry.

Structure (XYZ):
```
19
Properties=species:S:1:pos:R:3
C -1.44 -0.14 2.29
C -0.74 0.44 1.00
C -1.02 1.93 0.66
H -1.47 -1.19 2.30
H -2.51 0.20 2.38
H -1.01 0.24 3.20
H 0.39 0.24 1.09
H -1.12 -0.23 0.19
H -0.29 2.26 0.02
H -2.05 1.97 0.11
H -0.85 2.47 1.57
C 1.27 -0.91 -1.11
C 1.79 -1.24 -2.49
H 1.01 0.17 -0.97
H 0.27 -1.31 -1.21
H 1.92 -1.35 -0.41
H 2.42 -0.34 -2.81
H 0.99 -1.19 -3.15
H 2.42 -2.02 -2.64
```

Frontier orbital gap = 0.4420 Eh
Net charge = 0
Highest occupied orbital energy = -11.0 eV
Relative energy (zero: lowest compared OMol25 entry of this formula, charge and spin) = 1.313 eV
Structure (SMILES) = CCC.CC
Total energy = -5410.736 eV



Record 10
The following is a DFT calculation (ωB97M-V with the def2-TZVPD basis set) of an isolated ion of composition C7H10N3 and charge +1 in a non-equilibrium geometry.

Structure (XYZ):
```
20
Properties=species:S:1:pos:R:3
C 0.33 -0.29 2.27
C -0.91 -0.18 1.68
C 1.38 -0.43 1.41
C -1.11 0.03 0.31
C 0.07 0.00 -0.45
C -2.46 0.21 -0.19
C 2.43 -0.19 -0.85
N -0.85 0.46 -2.50
N 0.07 0.61 -1.68
N 1.30 -0.18 0.14
H 0.32 -0.65 3.30
H -1.76 -0.15 2.22
H 2.28 -0.57 1.92
H -3.19 0.37 0.69
H -2.32 0.97 -0.99
H -3.03 -0.66 -0.63
H 2.25 -1.19 -1.39
H 2.28 0.73 -1.43
H 3.50 -0.50 -0.43
H -0.76 0.87 -3.43
```

Frontier orbital gap (spin up / spin down) = 0.2890 / 0.2912 Eh
Net charge = +1
Highest occupied orbital energy (spin up / spin down) = -11.7 / -14.0 eV
Relative energy (zero: lowest compared OMol25 entry of this formula, charge and spin) = 1.467 eV
Multiplicity = 3
Total energy = -11880.285 eV



Record 11
The following is a DFT calculation (ωB97M-V with the def2-TZVPD basis set) of an isolated ion of composition C2H6NS3 and charge +1 in a non-equilibrium geometry.

Structure (XYZ):
```
12
Properties=species:S:1:pos:R:3
N -0.52 -0.29 1.00
C -0.22 0.34 -0.42
S 0.29 2.00 -0.09
C 0.64 -0.50 -1.35
S -0.81 -1.46 -2.09
S -1.76 0.19 -1.39
H -0.41 -1.28 0.99
H -1.57 -0.12 0.96
H -0.16 0.46 1.60
H -0.84 2.65 0.14
H 1.04 0.11 -2.08
H 1.49 -1.11 -0.89
```

Frontier orbital gap = 0.3189 Eh
Net charge = +1
Highest occupied orbital energy = -12.9 eV
Relative energy (zero: lowest compared OMol25 entry of this formula, charge and spin) = 0.978 eV
Structure (SMILES) = [NH3+][C@@]1(S)CSS1
Total energy = -36158.671 eV



Record 12
The following is a DFT calculation (ωB97M-V with the def2-TZVPD basis set) of C3H2N4O in the gas phase in a non-equilibrium geometry.

Structure (XYZ):
```
10
Properties=species:S:1:pos:R:3
C -0.46 -0.68 -1.35
N -1.36 0.05 -0.78
C -0.77 0.70 0.32
N -0.92 1.32 1.51
O 0.27 1.19 2.22
N 1.20 0.76 1.55
C 0.69 0.16 0.43
N 0.91 -0.41 -0.83
H -0.97 -1.52 -2.09
H 1.41 -1.57 -0.98
```

Frontier orbital gap = 0.3676 Eh
Net charge = 0
Highest occupied orbital energy = -10.0 eV
Relative energy (zero: lowest compared OMol25 entry of this formula, charge and spin) = 4.621 eV
Structure (SMILES) = c1nc2nonc2[nH]1
Total energy = -11144.651 eV